Record 1
Entry from the Open Molecules 2025 dataset: a molecular structure, C25H44CdCl8F2O25S at a distorted geometry (the ωB97M-V functional and the def2-TZVPD basis).

The net charge is 0. The largest force on an atom comes out at 8.1 eV Å⁻¹. The calculated total energy comes out at -198835.966 eV. The HOMO energy is -9.25 eV. For the molecular weight, the calculation gives 1210.70 g/mol.

Atoms and positions in Å:
Cd1 -12.5518 -16.1369 -13.1176
S1 -13.5938 -13.7988 -12.8618
O1 -14.1828 -15.1105 -13.2062
O2 -14.0254 -13.3037 -11.5492
O3 -12.2126 -14.2244 -12.8883
O4 -13.9949 -12.8856 -13.9010
C1 -10.4342 -16.8991 -9.1707
O5 -11.6961 -16.3989 -8.8357
C2 -12.6402 -16.2870 -9.7659
O6 -12.5377 -16.5233 -11.0536
O7 -13.8179 -16.0320 -9.1884
C3 -15.0283 -16.2059 -9.8197
H1 -9.9883 -16.1839 -9.8618
H2 -10.3703 -17.9206 -9.5457
H3 -9.8139 -16.8680 -8.2749
H4 -15.3675 -15.3466 -10.3982
H5 -15.7389 -16.2255 -8.9934
H6 -15.0861 -17.0235 -10.5382
C4 -13.0277 -18.3605 -16.6049
O8 -12.5442 -17.2377 -17.1709
C5 -12.4751 -16.1245 -16.4323
O9 -12.7341 -16.0164 -15.2466
O10 -12.0378 -15.1382 -17.1756
C6 -11.9484 -13.8631 -16.5242
H7 -14.0698 -18.2439 -16.3071
H8 -12.5197 -18.6196 -15.6759
H9 -12.7842 -19.1995 -17.2567
H10 -11.3684 -13.8187 -15.6024
H11 -12.9486 -13.4378 -16.4420
H12 -11.2795 -13.3133 -17.1863
C7 -16.4142 -17.8817 -13.5524
O11 -15.6298 -19.0316 -13.6356
C8 -14.3229 -18.9912 -13.1382
O12 -13.5985 -17.9707 -13.0636
O13 -13.9894 -20.2528 -12.7973
C9 -12.6479 -20.5366 -12.3950
H13 -16.9400 -17.9824 -12.6029
H14 -17.2147 -17.8310 -14.2904
H15 -15.8366 -16.9586 -13.6015
H16 -12.2886 -19.7830 -11.6942
H17 -12.2225 -20.4587 -13.3955
H18 -12.5643 -21.5412 -11.9805
C10 -11.1222 -11.5082 -13.8168
O14 -10.0907 -10.6418 -14.2794
C11 -8.7836 -10.5567 -13.8618
O15 -7.9377 -9.7737 -14.3009
O16 -8.5712 -11.3741 -12.7574
C12 -7.4176 -11.3552 -11.9419
H19 -11.2749 -11.3269 -12.7529
H20 -10.8439 -12.5553 -13.9359
H21 -12.0230 -11.2649 -14.3802
H22 -7.6412 -12.1401 -11.2194
H23 -7.2110 -10.3882 -11.4832
H24 -6.4698 -11.4777 -12.4661
C13 -7.5658 -18.5950 -12.4747
O17 -8.8268 -18.2500 -13.0783
C14 -9.4226 -17.0644 -12.8592
O18 -10.6255 -16.7780 -13.0030
O19 -8.5481 -16.2538 -12.2393
C15 -8.8320 -14.8387 -12.0362
H25 -7.2673 -18.1897 -11.5079
H26 -6.8734 -18.3136 -13.2681
H27 -7.5765 -19.6848 -12.4543
H28 -8.9068 -14.2838 -12.9715
H29 -8.1009 -14.3261 -11.4110
H30 -9.7947 -14.6768 -11.5514
C16 -15.8213 -14.4986 -18.0104
C17 -15.9894 -14.7333 -16.4590
O20 -16.0822 -16.0507 -16.3265
C18 -16.5316 -16.5626 -17.4358
O21 -16.8715 -17.7650 -17.5094
O22 -16.5008 -15.5666 -18.4177
F1 -17.1572 -14.0963 -16.1117
H31 -14.7949 -14.6557 -18.3419
H32 -16.2410 -13.5534 -18.3546
H33 -15.1799 -14.1639 -16.0024
C19 -15.4346 -12.8248 -8.1011
C20 -14.7980 -13.5950 -6.9971
O23 -15.8462 -14.4279 -6.7171
C21 -17.1177 -13.8358 -6.9099
O24 -18.1636 -14.2255 -6.5001
O25 -16.8802 -12.8543 -7.7318
F2 -14.3538 -12.8895 -6.0270
H34 -15.3363 -13.2318 -9.1075
H35 -15.1038 -11.7864 -8.1198
H36 -13.9288 -14.0668 -7.4553
C22 -14.9053 -10.6768 -15.8421
Cl1 -14.7209 -8.9228 -15.7666
Cl2 -16.1186 -11.2626 -17.0396
H37 -13.9749 -11.2417 -15.8990
H38 -15.1503 -10.9407 -14.8133
C23 -14.9304 -10.1003 -11.0904
Cl3 -15.8764 -9.7206 -9.6566
Cl4 -14.3319 -8.6195 -11.9138
H39 -14.0909 -10.7197 -10.7747
H40 -15.5290 -10.6167 -11.8408
C24 -17.1811 -13.6315 -12.8183
Cl5 -18.2504 -14.7659 -11.9997
Cl6 -18.1551 -12.3574 -13.5763
H41 -16.5826 -13.2140 -12.0087
H42 -16.6105 -14.1485 -13.5898
C25 -11.8061 -12.2803 -9.6736
Cl7 -10.2960 -13.1896 -9.3461
Cl8 -12.1921 -10.9874 -8.5606
H43 -11.6240 -11.9067 -10.6813
H44 -12.6110 -13.0138 -9.7198

Atoms 1-3, force components in eV/Å:
1.9 -4.9 -0.9
-3.7 1.5 0.5
-6.2 0.8 0.2


Record 2
Entry from the Open Molecules 2025 dataset: a molecular structure, C52H64N2O2PtSSb2Si2 at a distorted geometry (the ωB97M-V functional and the def2-TZVPD basis).

The net charge is +2. The largest force on an atom comes out at 3.3 eV Å⁻¹. The calculated total energy comes out at -104938.689 eV. The HOMO energy is -12.11 eV. Its energy above the lowest of the compared OMol25 structures with the same formula, charge and spin is 53.3 kJ/mol. For the molecular weight, the calculation gives 1275.93 g/mol.

Atoms and positions in Å:
Pt1 -0.6447 1.0121 0.0844
C1 -1.0625 0.6170 4.5752
Sb1 -0.3798 1.3869 2.7255
C2 -1.5307 3.1772 2.7807
C3 1.4296 2.2968 3.5211
C4 2.5696 1.3324 3.7232
C5 2.7638 0.8038 5.0000
C6 3.8008 -0.0723 5.2705
C7 4.6396 -0.4715 4.2418
C8 4.4440 0.0324 2.9651
C9 3.4419 0.9616 2.6949
C10 3.3682 1.5843 1.3408
Sb2 2.0678 0.5223 -0.0385
C11 3.0694 1.1381 -1.7952
C12 2.9703 -1.3732 0.2062
H1 -0.2758 -0.0075 4.9843
H2 -1.9690 0.0327 4.4503
H3 -1.2509 1.4887 5.2017
H4 -1.1596 3.8180 3.5809
H5 -2.5727 2.9224 2.9735
H6 -1.4613 3.6973 1.8314
H7 1.0694 2.6637 4.4832
H8 1.6756 3.1433 2.8835
H9 2.1047 1.1170 5.8034
H10 3.9620 -0.4254 6.2803
H11 5.4546 -1.1561 4.4361
H12 5.1183 -0.2566 2.1671
H13 4.3309 1.5319 0.8319
H14 3.0587 2.6265 1.3636
H15 4.1422 1.1251 -1.6035
H16 2.7472 2.1381 -2.0744
H17 2.8198 0.4471 -2.5978
H18 3.9615 -1.3313 -0.2451
H19 2.3688 -2.1430 -0.2756
H20 3.0510 -1.5885 1.2680
O1 -0.0214 0.6957 -2.1582
S1 -1.1351 0.6243 -3.2306
C13 -1.1764 -1.1406 -3.6919
C14 0.1846 -1.6665 -4.0429
C15 0.5462 -1.8579 -5.3758
C16 1.8300 -2.2668 -5.7055
C17 2.7617 -2.4960 -4.7028
C18 2.3995 -2.3360 -3.3715
C19 1.1198 -1.9163 -3.0397
C20 -0.4466 1.2914 -4.7828
C21 0.3397 2.5536 -4.5843
C22 1.7257 2.5305 -4.6715
C23 2.4631 3.6857 -4.4523
C24 1.8172 4.8816 -4.1703
C25 0.4290 4.9199 -4.1291
C26 -0.3044 3.7605 -4.3249
H21 -1.8894 -1.2188 -4.5151
H22 -1.5859 -1.6126 -2.7990
H23 -0.1885 -1.7082 -6.1601
H24 2.1024 -2.4039 -6.7436
H25 3.7656 -2.8085 -4.9591
H26 3.1204 -2.5450 -2.5909
H27 0.8311 -1.7856 -2.0045
H28 -1.3357 1.4727 -5.3925
H29 0.1656 0.5142 -5.2334
H30 2.2329 1.6061 -4.9243
H31 3.5437 3.6535 -4.5080
H32 2.3926 5.7838 -4.0086
H33 -0.0805 5.8612 -3.9631
H34 -1.3896 3.7946 -4.2982
C27 -3.8085 2.7723 0.1709
Si1 -3.0575 1.0427 0.1313
C28 -3.8437 0.1984 -1.3429
C29 -3.6937 0.1771 1.6742
H35 -4.8363 2.6789 0.5314
H36 -3.8472 3.2080 -0.8293
H37 -3.2953 3.4774 0.8235
H38 -4.8439 -0.1251 -1.0423
H39 -3.2844 -0.6856 -1.6467
H40 -3.9411 0.8555 -2.2079
H41 -4.6638 0.6144 1.9253
H42 -3.0404 0.2758 2.5450
H43 -3.8419 -0.8825 1.4878
N1 -0.8217 7.1207 -0.3179
C30 -0.6123 5.8007 -0.3840
C31 -1.4074 4.9659 -1.1925
C32 -1.1797 3.6208 -1.2040
N2 -0.2274 3.0180 -0.4567
C33 0.5581 3.8207 0.2898
C34 0.4148 5.1752 0.3557
H44 -1.5183 7.5645 -0.8913
H45 -0.2407 7.7120 0.2505
H46 -2.1921 5.3886 -1.8064
H47 -1.7627 2.9697 -1.8394
H48 1.3575 3.3346 0.8275
H49 1.0920 5.7611 0.9631
O2 -0.6984 -1.0965 0.0666
Si2 -0.8363 -2.5172 0.9026
C35 -2.6055 -3.1523 1.1906
C36 -3.6122 -2.8463 0.2708
C37 -4.9309 -3.2050 0.5102
C38 -5.2643 -3.8892 1.6708
C39 -4.2726 -4.2298 2.5788
C40 -2.9464 -3.8916 2.3273
C41 0.1243 -2.6687 2.5082
C42 -0.4463 -2.3145 3.7330
C43 0.2717 -2.4194 4.9209
C44 1.5948 -2.8305 4.8988
C45 2.1832 -3.1880 3.6921
C46 1.4482 -3.1248 2.5185
C47 -0.3889 -4.0392 -0.1428
C48 0.0601 -5.2094 0.4787
C49 0.4659 -6.2976 -0.2830
C50 0.4018 -6.2444 -1.6687
C51 -0.0561 -5.0973 -2.2968
C52 -0.4692 -4.0112 -1.5355
H50 -3.3576 -2.3256 -0.6428
H51 -5.6992 -2.9582 -0.2135
H52 -6.2898 -4.1824 1.8536
H53 -4.5254 -4.7610 3.4879
H54 -2.1873 -4.1895 3.0408
H55 -1.4823 -1.9931 3.7578
H56 -0.2111 -2.2018 5.8673
H57 2.1612 -2.8848 5.8197
H58 3.2085 -3.5369 3.6723
H59 1.9037 -3.4574 1.5941
H60 0.1022 -5.2759 1.5596
H61 0.8178 -7.1939 0.2121
H62 0.6906 -7.1057 -2.2570
H63 -0.1091 -5.0481 -3.3783
H64 -0.8473 -3.1306 -2.0331

Atoms 1-3, force components in eV/Å:
2.2 -2.4 -0.7
-0.2 -0.6 -0.1
-0.6 1.5 -0.7


Record 3
Entry from the Open Molecules 2025 dataset: a molecular structure, C4H6NO at a distorted geometry (the ωB97M-V functional and the def2-TZVPD basis).

The net charge is +1. The largest force on an atom comes out at 4.0 eV Å⁻¹. The calculated total energy comes out at -7773.292 eV. The HOMO energy is -15.71 eV. Its energy above the lowest of the compared OMol25 structures with the same formula, charge and spin is 154.9 kJ/mol. For the molecular weight, the calculation gives 84.10 g/mol.

Atoms and positions in Å:
C1 -1.8148 -0.0263 0.0473
C2 0.1257 -1.9989 0.0898
C3 -1.1660 1.2562 0.0403
C4 0.2922 0.5384 -0.2164
N1 -0.1175 -0.7739 0.1609
O1 -2.7398 -0.6624 -0.0846
H1 1.1064 -2.4033 -0.0215
H2 -0.7706 -2.6642 0.0540
H3 -1.4162 2.1618 -0.5003
H4 -1.1567 1.5536 1.0975
H5 0.5919 0.6537 -1.2623
H6 1.2034 0.8512 0.4158

Atoms 1-3, force components in eV/Å:
1.0 -0.9 -0.5
-0.8 -0.3 -0.3
3.8 0.3 1.2


Which formula does entry 2 have?
C52H64N2O2PtSSb2Si2


Which formula does entry 1 have?
C25H44CdCl8F2O25S


The lowest HOMO belongs to which entry?
C4H6NO


What is the net charge in the second record?
+2